Entry 1:
The following is a DFT calculation (ωB97M-V/def2-TZVPD) of a 2-piece molecular cluster, H4INP2 overall.

Computed properties:
Multiplicity = 1
Lowest unoccupied orbital energy (spin up / spin down) = -1.653 / -2.807 eV
Energy = -28229.8913 eV
Total charge = 0
ΔE to the lowest compared entry with this formula, charge and spin = 192.4 kJ/mol

Last column: Mulliken charge in e.
Geometry (Å):
N1 -0.253 -0.084 1.599  -0.55
P1 -0.625 -0.792 -1.613  -0.13
P2 0.464 -0.084 0.197  0.26
I1 -0.233 2.807 2.468  -0.04
H1 -0.923 0.600 1.618  0.24
H2 -0.320 0.338 -2.518  0.10
H3 0.529 -1.659 -1.784  0.07
H4 1.361 -1.126 0.032  0.05

Forces on atoms 1 to 3 (eV/Å):
2.224 -1.955 0.472
0.105 0.388 -0.433
0.395 0.314 -1.538

=====

Entry 2:
The following is a DFT calculation (ωB97M-V/def2-TZVPD) of the molecule C5H9NS.

Computed properties:
Multiplicity = 1
Lowest unoccupied orbital energy = 0.587 eV
Energy = -17655.1972 eV
Total charge = 0
ΔE to the lowest compared entry with this formula, charge and spin = 96.1 kJ/mol

Last column: Mulliken charge in e.
Geometry (Å):
C1 -0.355 -1.081 -2.578  -1.19
C2 -0.283 -0.463 -1.163  -0.40
C3 0.829 -0.332 -0.452  1.06
C4 2.224 -0.861 -0.765  -1.35
N1 0.851 0.193 0.862  -0.19
C5 -0.074 0.767 1.684  -0.09
S1 -1.721 0.998 1.373  -0.34
H1 -1.092 -1.914 -2.643  0.30
H2 0.581 -1.558 -2.918  0.29
H3 -0.835 -0.338 -3.248  0.29
H4 -1.275 -0.141 -0.837  0.15
H5 3.030 -0.107 -0.703  0.35
H6 2.689 -1.641 -0.094  0.30
H7 2.320 -1.182 -1.822  0.27
H8 1.793 0.196 1.289  0.27
H9 0.316 1.181 2.621  0.28

Forces on atoms 1 to 3 (eV/Å):
-0.599 -0.344 0.621
-0.741 -0.858 -2.001
0.669 -0.695 1.114

=====

Entry 3:
The following is a DFT calculation (ωB97M-V/def2-TZVPD) of a 2-piece molecular cluster, C2HClFN3 overall.

Computed properties:
Multiplicity = 1
Lowest unoccupied orbital energy = 0.509 eV
Energy = -21796.7458 eV
Total charge = 0
ΔE to the lowest compared entry with this formula, charge and spin = 192.6 kJ/mol

Last column: Mulliken charge in e.
Geometry (Å):
F1 -0.312 0.027 1.198  -0.24
C1 -1.353 -0.463 0.525  0.27
N1 -1.097 -1.085 -0.794  -0.16
N2 -1.581 0.030 -0.830  -0.17
H1 -2.067 -0.825 1.332  0.30
N3 1.152 0.983 -1.322  -0.37
C2 2.053 0.806 -0.607  0.44
Cl1 3.205 0.528 0.499  -0.07

Forces on atoms 1 to 3 (eV/Å):
1.207 0.528 0.019
-1.174 -1.197 -0.335
0.277 -0.642 1.470

=====

Entry 4:
The following is a DFT calculation (ωB97M-V/def2-TZVPD) of the molecule C2.

Computed properties:
Multiplicity = 1
Lowest unoccupied orbital energy = -4.733 eV
Energy = -2064.7319 eV
Total charge = 0
ΔE to the lowest compared entry with this formula, charge and spin = 0.0 kJ/mol

Last column: Mulliken charge in e.
Geometry (Å):
C1 -0.064 0.468 0.409  0.00
C2 0.064 -0.468 -0.409  0.00

Cartesian forces, eV/Å:
0.004 -0.027 -0.024
-0.004 0.027 0.024

=====

Entry 5:
The following is a DFT calculation (ωB97M-V/def2-TZVPD) of C12H6IO8Os as an isolated structure.

Computed properties:
Multiplicity = 5
Lowest unoccupied orbital energy (spin up / spin down) = -5.281 / -7.302 eV
Energy = -39478.9777 eV
Total charge = +1

Last column: Mulliken charge in e.
Geometry (Å):
Os1 -0.286 0.090 0.054  1.26
O1 4.540 3.942 0.070  -0.23
C1 3.638 3.229 0.065  0.45
C2 1.986 3.604 -0.043  0.20
O2 1.652 4.720 -0.128  -0.33
C3 1.365 2.296 0.003  0.72
C4 2.218 1.229 0.115  0.48
O3 1.699 0.030 0.159  -0.70
C5 3.629 1.530 0.162  0.22
O4 4.642 0.954 0.241  -0.34
O5 0.084 2.069 -0.050  -0.72
O6 -2.250 0.202 -0.100  -0.63
H1 -2.687 0.873 -0.638  0.33
H2 -2.666 -0.948 -0.120  0.52
I1 -0.555 -8.827 -0.491  0.18
C6 -0.864 -6.781 -0.377  -0.03
C7 -2.158 -6.273 -0.455  -0.51
C8 -2.361 -4.910 -0.380  -0.50
C9 -1.270 -4.051 -0.227  0.26
C10 0.024 -4.565 -0.146  -0.44
C11 0.226 -5.928 -0.222  -0.54
C12 -1.508 -2.620 -0.157  0.90
O7 -2.676 -2.150 -0.199  -0.57
O8 -0.482 -1.835 0.022  -0.63
H3 -2.998 -6.942 -0.574  0.39
H4 -3.362 -4.506 -0.438  0.45
H5 0.869 -3.900 -0.023  0.42
H6 1.227 -6.331 -0.160  0.39

Forces on atoms 1 to 3 (eV/Å):
-0.047 0.297 -0.351
0.092 0.078 0.001
-0.317 -0.255 -0.001

=====

Entry 6:
The following is a DFT calculation (ωB97M-V/def2-TZVPD) of a 5-piece molecular cluster, C35H73N4O5 overall.

Computed properties:
Multiplicity = 1
Lowest unoccupied orbital energy = -9.363 eV
Energy = -53641.4314 eV
Total charge = +3
ΔE to the lowest compared entry with this formula, charge and spin = 198.2 kJ/mol

Last column: Mulliken charge in e.
Geometry (Å):
C1 -3.196 6.837 -5.060  -1.54
C2 -2.525 5.803 -6.009  1.62
C3 -3.316 4.543 -5.936  -1.41
C4 -4.610 4.331 -6.737  -0.70
C5 -4.359 4.551 -8.239  -1.15
C6 -3.836 6.036 -8.392  1.16
N1 -2.582 6.283 -7.474  0.55
O1 -2.010 7.566 -7.585  -0.21
C7 -4.925 7.060 -8.086  -1.39
C8 -3.330 6.228 -9.869  -1.62
C9 -1.030 5.479 -5.603  -1.69
H1 -2.654 7.769 -5.224  0.48
H2 -3.162 6.667 -3.984  0.44
H3 -4.239 7.125 -5.194  0.30
H4 -3.649 4.287 -4.931  0.48
H5 -2.708 3.650 -6.084  0.43
H6 -5.258 5.080 -6.280  0.34
H7 -5.134 3.379 -6.658  0.41
H8 -5.211 4.454 -8.913  0.52
H9 -3.608 3.885 -8.662  0.41
H10 -5.918 6.732 -8.391  0.40
H11 -4.704 8.077 -8.409  0.40
H12 -5.166 7.316 -7.054  0.28
H13 -2.347 5.774 -9.993  0.45
H14 -3.228 7.304 -10.017  0.39
H15 -3.967 5.746 -10.610  0.39
H16 -0.343 6.271 -5.901  0.43
H17 -0.484 4.611 -5.974  0.38
H18 -0.805 5.455 -4.537  0.41
C10 -5.599 0.306 6.151  -1.38
C11 -4.171 0.521 5.582  1.12
C12 -3.109 0.757 6.742  -1.10
C13 -2.832 -0.453 7.556  -0.81
C14 -2.342 -1.620 6.743  -1.10
C15 -3.134 -2.022 5.488  1.43
N2 -3.707 -0.701 4.761  0.59
O2 -4.386 -0.876 3.597  -0.29
C16 -4.375 -2.763 5.829  -1.64
C17 -2.258 -2.717 4.481  -1.77
C18 -4.108 1.775 4.612  -1.53
H19 -5.683 -0.588 6.768  0.20
H20 -6.440 0.464 5.476  0.42
H21 -5.884 1.098 6.843  0.40
H22 -3.237 1.662 7.335  0.55
H23 -2.110 0.925 6.341  0.41
H24 -3.688 -0.805 8.133  0.40
H25 -2.099 -0.203 8.323  0.41
H26 -2.383 -2.580 7.259  0.42
H27 -1.359 -1.344 6.363  0.39
H28 -4.857 -2.385 6.730  0.38
H29 -4.043 -3.766 6.098  0.49
H30 -4.984 -2.721 4.926  0.44
H31 -1.337 -2.273 4.103  0.43
H32 -2.773 -3.043 3.577  0.43
H33 -2.031 -3.691 4.913  0.43
H34 -3.137 1.802 4.118  0.43
H35 -3.993 2.561 5.358  0.41
H36 -4.970 1.903 3.957  0.37
C19 6.203 -3.158 6.281  -1.42
C20 6.635 -1.747 5.885  -0.29
C21 7.580 -1.167 6.988  -0.79
N3 8.493 0.080 6.495  0.19
C22 7.523 1.080 5.759  -1.24
C23 9.585 -0.337 5.509  -0.46
C24 10.952 -0.191 6.230  -0.56
C25 10.696 0.882 7.234  -0.52
C26 9.165 0.890 7.598  -0.49
H37 5.452 -3.295 7.058  0.37
H38 6.957 -3.838 6.677  0.36
H39 5.701 -3.586 5.413  0.36
H40 5.765 -1.137 5.645  0.38
H41 7.165 -1.881 4.941  0.36
H42 8.460 -1.759 7.240  0.49
H43 6.956 -0.889 7.837  0.43
H44 8.116 1.981 5.603  0.55
H45 6.618 1.116 6.366  0.30
H46 7.399 0.509 4.839  0.46
H47 9.579 0.357 4.669  0.36
H48 9.433 -1.360 5.164  0.24
H49 11.680 0.169 5.503  0.34
H50 11.369 -1.063 6.734  0.32
H51 10.981 1.855 6.834  0.32
H52 11.152 0.699 8.207  0.32
H53 8.786 1.911 7.551  0.25
H54 9.001 0.343 8.527  0.36
C27 2.227 -5.331 -4.758  -1.40
C28 0.842 -5.697 -5.238  -0.10
C29 -0.188 -4.972 -4.356  -0.77
N4 -1.757 -5.213 -4.764  0.16
C30 -2.095 -6.697 -4.789  -0.90
C31 -2.102 -4.616 -6.216  -0.74
C32 -3.581 -4.228 -6.240  -0.38
C33 -4.033 -4.218 -4.830  -0.72
C34 -2.663 -4.276 -4.008  -0.62
H55 2.954 -6.100 -5.019  0.38
H56 2.271 -5.231 -3.673  0.37
H57 2.520 -4.378 -5.198  0.35
H58 0.794 -6.783 -5.156  0.31
H59 0.777 -5.419 -6.290  0.24
H60 0.003 -3.899 -4.353  0.31
H61 0.020 -5.251 -3.323  0.50
H62 -1.933 -7.015 -3.759  0.37
H63 -1.406 -7.275 -5.405  0.34
H64 -3.141 -6.900 -5.021  0.38
H65 -1.730 -5.368 -6.911  0.46
H66 -1.498 -3.712 -6.298  0.36
H67 -4.226 -4.944 -6.749  0.30
H68 -3.612 -3.202 -6.606  0.31
H69 -4.723 -5.043 -4.653  0.32
H70 -4.546 -3.278 -4.630  0.36
H71 -2.779 -4.546 -2.959  0.45
H72 -2.252 -3.267 -4.040  0.37
O3 3.081 -0.067 -0.434  -0.52
C35 2.020 0.525 0.089  0.71
O4 2.394 1.569 0.583  -0.70
O5 0.809 0.196 -0.205  -0.76
H73 3.487 0.646 0.065  0.38

Forces on atoms 1 to 3 (eV/Å):
0.639 2.087 -0.442
0.703 -1.683 0.722
-0.975 -3.955 0.234

=====

Entry 7:
The following is a DFT calculation (ωB97M-V/def2-TZVPD) of the molecule CH5N.

Computed properties:
Multiplicity = 1
Lowest unoccupied orbital energy = 1.276 eV
Energy = -2607.6491 eV
Total charge = 0
ΔE to the lowest compared entry with this formula, charge and spin = 24.4 kJ/mol

Last column: Mulliken charge in e.
Geometry (Å):
C1 0.402 -0.324 -0.274  -0.67
N1 -0.645 0.299 0.511  -0.51
H1 0.845 0.340 -1.023  0.23
H2 -0.021 -1.088 -0.956  0.24
H3 0.979 -0.933 0.418  0.31
H4 -0.371 0.756 1.364  0.20
H5 -1.188 0.949 -0.040  0.19

Forces on atoms 1 to 3 (eV/Å):
-1.148 -0.814 -0.650
-0.842 0.006 -0.253
1.037 0.135 0.727